[1]
C3H4FNO3 | wB97M-V/def2-TZVPD

Structure (XYZ):
```
12
Properties=species:S:1:pos:R:3
O 2.51719 1.60513 0.11380
N 2.89623 0.45527 0.04895
O 4.03392 0.09920 -0.06513
C 1.75546 -0.56179 0.08362
F 2.17886 -1.67515 -0.48740
C 0.48818 0.06943 -0.60742
C -0.16178 -0.19054 0.75599
O 1.05590 -0.70456 1.30593
H 0.00685 -0.50243 -1.38642
H 0.50551 1.22530 -0.81081
H -0.50628 0.81195 1.37138
H -0.84641 -1.00551 1.00167
```

Computed properties:
Largest force on an atom in Eh/bohr: 0.0692
Structure (SMILES): O=[N+]([O-])[C@]1(F)CCO1
Highest occupied orbital energy in eV: -11.159
Lowest unoccupied orbital energy in eV: -0.09

Charges per atom according to Mulliken partitioning, unit e: atom 1 (O): -0.558, atom 2 (N): 0.917, atom 3 (O): -0.550, atom 4 (C): 0.802, atom 5 (F): -0.260, atom 6 (C): -0.676, atom 7 (C): -0.321, atom 8 (O): -0.382, atom 9 (H): 0.320, atom 10 (H): 0.244, atom 11 (H): 0.197, atom 12 (H): 0.265


[2]
C3H4FP | wB97M-V/def2-TZVPD

Structure (XYZ):
```
9
Properties=species:S:1:pos:R:3
C 0.45742 1.01832 1.60171
C 0.07966 0.23135 0.66227
C -0.09899 -0.23419 -0.61112
F 0.68124 2.78918 3.57451
P 0.50704 2.89958 1.99526
H 0.52458 0.56802 2.58586
H -0.18765 -1.36223 -0.86034
H 0.64486 -0.05046 -1.38527
H -1.12442 0.11675 -1.07460
```

Computed properties:
Largest force on an atom in Eh/bohr: 0.1198
Highest occupied orbital energy (alpha / beta) in eV: -7.795 / -7.262
Lowest unoccupied orbital energy (alpha / beta) in eV: -0.02 / -0.94

Charges per atom according to Mulliken partitioning, unit e: atom 1 (C): -0.371, atom 2 (C): 0.273, atom 3 (C): -0.919, atom 4 (F): -0.226, atom 5 (P): 0.202, atom 6 (H): 0.257, atom 7 (H): 0.255, atom 8 (H): 0.296, atom 9 (H): 0.233